{
  "formula": "C5H12N2O3",
  "method": "ωB97M-V/def2-TZVPD",
  "species": ["C", "N", "C", "O", "O", "H", "H", "H", "H", "H", "C", "C", "C", "O", "N", "H", "H", "H", "H", "H", "H", "H"],
  "coordinates": [[-1.491, -0.456, -1.404], [-1.443, -0.607, 1.049], [-0.681, -0.929, -0.210], [-1.045, -1.400, 2.120], [-0.158, -2.064, -0.206], [-0.451, -2.048, 1.662], [-2.445, -0.427, 1.054], [-0.979, -0.722, -2.326], [-1.646, 0.622, -1.382], [-2.463, -0.950, -1.378], [1.848, -0.266, 0.977], [1.296, 0.929, -1.182], [0.784, 0.430, 0.153], [-0.641, 2.211, 0.243], [0.012, 1.228, 0.946], [-1.144, 2.682, 0.923], [2.740, 0.357, 1.063], [1.484, -0.482, 1.978], [1.527, 0.057, -1.795], [0.571, 1.533, -1.719], [2.214, 1.503, -1.049], [2.110, -1.202, 0.483]],
  "forces_ev_per_angstrom": [[0.948, 0.854, -0.228], [-0.009, 0.232, -1.118], [-4.287, -3.180, 1.833], [0.620, -0.570, -0.026], [0.684, 2.028, -0.164], [-0.598, 0.084, 0.365], [0.289, -0.842, -0.448], [-0.009, -0.033, -0.022], [-0.074, -0.011, -0.023], [0.168, -0.112, 0.178], [-0.465, -0.551, -0.051], [-0.639, -0.593, -0.374], [0.876, 4.058, 1.934], [0.349, -0.527, 0.200], [2.051, -0.688, -2.049], [0.005, -0.210, -0.024], [-0.055, 0.074, -0.130], [-0.041, -0.041, 0.023], [0.126, 0.042, -0.118], [0.005, 0.057, 0.022], [-0.038, -0.006, 0.143], [0.094, -0.067, 0.077]],
  "lowdin_charge": [0.00, -0.10, -0.51, -0.07, 0.03, 0.09, 0.13, 0.09, 0.07, 0.10, -0.04, -0.03, -0.44, -0.01, 0.08, 0.12, 0.08, 0.08, 0.09, 0.07, 0.09, 0.08],
  "e_above_lowest_kj_mol": 660.3,
  "largest_force_ha_per_bohr": 0.110,
  "lumo_ev": -0.72
}